104
Properties=species:S:1:pos:R:3 method="wB97M-V/def2-TZVPD" total_charge=-2 multiplicity=1 de_lowest_kcal_mol=17.5
H -3.240 -0.440 -4.777
C 0.050 -6.133 0.911
C 2.441 -6.156 0.694
H 3.653 3.051 3.367
C 1.219 -1.125 4.447
C 1.584 2.580 3.041
H 1.878 -2.658 2.287
C 1.208 -4.133 0.213
C -2.237 -0.387 -4.348
C 1.788 4.142 0.757
H -1.414 -3.612 -2.439
H 2.041 -1.740 4.790
C -1.787 1.049 -4.181
H -2.310 -3.073 2.320
C 0.482 2.755 2.216
H 2.149 -2.364 -0.514
Se -2.258 -1.290 -2.576
H 5.742 -0.792 1.924
Se -2.521 1.876 -2.546
C 2.788 3.192 2.729
C 0.561 3.554 1.076
H 0.216 9.026 -1.740
H -4.529 2.304 -4.010
H 2.116 0.875 0.407
C 1.112 -1.905 2.040
H 3.602 0.401 2.287
H 1.279 -7.860 1.282
C -3.290 2.705 0.847
P -0.884 3.665 -0.069
H 4.279 1.184 -3.503
H -2.801 4.790 0.914
C 5.441 -0.989 -0.192
H -2.682 -3.541 -3.681
C -3.414 -3.264 -0.268
C -3.651 -4.123 0.994
O -3.638 1.985 1.794
H -1.028 -2.938 -4.042
H 3.838 4.420 1.316
H 2.915 1.023 -4.642
C -0.299 7.761 -0.082
C 4.597 -0.722 -1.260
Rb -2.040 -0.038 0.525
C -4.739 -5.953 2.042
H -0.436 2.232 2.455
C -0.588 6.471 0.333
O -4.290 -3.346 -1.139
C -0.370 5.695 -1.925
C -0.501 0.284 4.302
H -4.261 -6.210 4.129
C 0.675 -1.110 3.148
C -3.023 -3.884 2.213
C 3.408 -0.016 -1.073
C -4.094 -5.634 3.224
Br -5.920 -7.456 1.999
H -4.941 2.174 -2.272
H 6.360 -1.540 -0.355
H 0.471 -2.568 -1.038
H -1.562 -0.937 -5.008
N -0.375 -0.236 3.075
H -0.410 4.876 -2.635
H -0.774 6.266 1.381
H -2.044 1.664 -5.049
H 1.877 4.738 -0.144
C 0.026 -4.804 0.525
C 2.889 3.965 1.579
C 2.414 -4.819 0.314
H 3.857 -0.404 -4.196
C 1.813 2.005 -2.135
O -3.676 2.633 -0.342
C -1.801 -3.044 -3.281
C 1.151 -2.680 -0.189
H -0.704 1.082 -4.036
H 3.340 -4.297 0.094
C 3.458 0.541 -3.827
O -2.337 -2.611 -0.274
C 3.903 0.111 1.288
C 5.095 -0.567 1.084
H 4.868 -1.074 -2.249
C -4.532 -5.193 0.910
C 3.061 0.382 0.219
H -4.643 0.693 -3.221
H 1.497 1.939 3.912
H -5.032 -5.383 -0.030
H -1.943 3.849 2.166
C -4.376 1.740 -3.090
C 1.258 -6.819 0.984
H -0.906 -4.255 0.457
H -0.875 -6.644 1.154
H 3.387 -6.681 0.762
H 2.707 2.584 -1.896
P 2.230 0.238 -2.462
N -3.250 -4.614 3.306
H 0.124 7.187 -3.391
N 0.663 -1.781 0.851
H -0.273 8.568 0.641
C 0.464 -0.218 5.192
H 1.106 2.060 -1.310
C -0.076 6.987 -2.344
C -2.280 3.858 1.132
H 1.330 2.421 -3.021
C -0.618 5.421 -0.584
H -1.284 1.003 4.518
C -0.034 8.021 -1.422
H 0.573 0.033 6.239

---

103
Properties=species:S:1:pos:R:3 method="wB97M-V/def2-TZVPD" total_charge=0 multiplicity=1 de_lowest_kcal_mol=0.0
H 0.810 2.266 1.757
C -0.577 -4.584 0.212
Cl 3.413 2.476 6.656
C -1.725 -2.364 0.157
H 6.241 -1.679 2.354
C 1.717 4.024 -2.342
H -1.042 1.406 1.983
C -4.117 0.164 0.944
C 2.999 1.912 5.082
Cl 4.159 2.665 1.351
H -4.641 0.107 1.905
C 0.869 3.148 1.147
C 1.701 0.513 3.631
H 1.729 4.895 -2.988
H -1.993 -6.233 0.049
Cl 0.345 -0.599 3.494
H -2.524 1.454 2.909
H -3.527 -2.397 -1.100
C 2.448 -1.322 -4.182
C 4.187 -1.651 1.788
H 0.223 6.476 1.242
C -4.103 2.689 0.973
H -4.186 1.460 -0.790
H -2.459 -0.653 2.019
C 2.213 -0.680 -1.451
C -2.937 -4.431 -0.690
C -1.383 1.554 -3.577
C 5.093 -3.081 3.505
C -2.394 0.762 -4.395
H 2.433 -2.793 -1.129
H -4.431 -0.715 0.378
H -3.202 -0.145 -1.765
C -2.109 -0.081 -1.746
H -4.423 3.586 0.439
H -0.373 1.210 -3.822
C 2.774 -3.132 2.987
C -4.569 1.438 0.234
C -2.609 0.118 1.255
H -3.921 -4.903 -0.717
C 2.216 0.317 -2.430
C 2.009 0.951 4.919
H 5.935 -3.424 4.091
H -0.564 -3.228 -1.476
C 2.375 -2.004 -1.871
O 1.921 -1.843 1.297
H -2.089 2.760 0.190
H 2.246 2.648 -3.864
C -0.541 -3.175 -0.389
H -3.083 -1.293 -4.324
H 0.114 4.428 2.655
C 2.009 2.793 -2.822
C -2.125 1.430 1.889
H -2.339 1.016 -5.455
C 2.469 -2.325 -3.216
C 1.353 3.021 -0.169
H 2.344 0.772 -4.545
C -1.656 1.363 -2.079
C 0.476 4.362 1.636
H -4.583 2.721 1.957
C 3.816 -3.599 3.738
H -3.791 -2.897 0.557
H -2.410 -5.070 1.284
H 0.390 -2.682 -0.118
C 0.525 5.520 0.835
H -2.433 2.066 -1.774
C -1.556 -1.048 -2.807
N 1.786 1.801 -0.649
C 2.020 1.677 -1.944
C -2.006 -5.165 0.271
C 2.338 -0.002 -3.788
H -1.783 -2.081 -2.551
S 4.309 -0.461 0.564
H 0.075 -5.236 -0.373
C -2.150 -0.741 -4.191
H -3.403 1.031 -4.065
H 2.533 -1.570 -5.232
C 0.938 5.415 -0.461
P -1.538 -0.560 -0.078
C 2.349 0.937 2.470
H 0.962 6.282 -1.110
N 2.981 -2.200 2.036
H -0.759 1.611 -1.507
H -1.458 -1.110 -4.953
Cl 1.190 0.332 6.307
H 2.571 -3.360 -3.520
C -2.589 2.684 1.159
H -2.275 3.564 1.724
C 3.643 2.421 3.957
C -3.085 -2.963 -0.275
H -5.659 1.430 0.151
O -0.093 -0.191 0.033
H -0.152 -4.548 1.220
H -1.417 2.619 -3.815
H -2.536 -4.494 -1.706
Rh 2.033 -0.011 0.449
C 5.273 -2.118 2.545
C 3.314 1.932 2.692
H 3.631 -4.343 4.499
Cl 4.836 3.649 4.164
H -1.638 -2.449 1.248
C 1.342 4.169 -0.989
H -0.465 -0.963 -2.826
H 1.746 -3.448 3.081

---

105
Properties=species:S:1:pos:R:3 method="wB97M-V/def2-TZVPD" total_charge=+1 multiplicity=1
C 2.239 0.936 6.828
C 1.221 -1.099 7.985
C -7.831 -1.433 -5.445
H 4.222 -3.472 0.408
C 3.316 3.490 6.961
F 4.934 -4.866 -0.812
H 0.173 -0.573 -2.769
C -5.269 -1.153 -2.673
H -0.479 -0.476 0.216
O 1.464 -0.949 5.642
O 2.914 5.798 -0.838
C 0.602 -2.341 7.916
C 1.458 -0.507 9.229
C -6.414 -3.113 -4.286
H -4.832 -0.385 -2.052
C 2.799 -0.489 -3.538
C 0.229 -2.992 9.079
C -8.193 2.270 -4.754
H -10.461 1.914 -7.241
H -9.536 3.628 -5.718
H 2.451 1.108 4.711
H 0.267 -0.737 2.062
H 3.840 0.488 -5.014
H 4.354 -2.267 -1.689
H 3.721 -2.123 -4.246
C -9.175 2.609 -5.668
C -5.455 -3.456 -3.349
H -0.257 -3.957 9.024
H 3.836 2.334 -0.778
C 2.088 0.839 9.331
C 1.520 -2.199 0.968
N 2.788 -1.759 -4.090
C -6.238 -0.808 -3.605
H 3.932 -3.723 -2.524
C -6.666 0.617 -3.706
Cl -2.297 -1.038 -1.119
H 4.485 1.431 -2.119
C 3.577 3.308 -2.682
C 3.137 2.872 5.727
S 3.784 5.911 -1.967
C 2.438 1.546 8.066
C 4.604 4.363 -2.225
H 3.414 3.389 4.818
N 3.048 0.533 -4.395
C -8.274 -0.013 -5.529
C 2.183 -2.653 -1.902
C 3.649 -3.096 -1.675
H 1.411 -1.658 3.085
O 2.308 1.348 10.409
I 4.054 -0.502 0.639
H 1.550 -3.398 -1.426
H 0.881 -2.592 -3.685
H 1.916 1.212 -0.899
H 5.370 4.520 -2.980
H -1.858 1.496 -0.945
H -0.549 1.464 -2.091
C 3.897 -4.008 -0.479
H 5.115 4.066 -1.310
H -0.240 1.806 -0.360
C -9.250 0.336 -6.454
C 2.024 -1.038 0.096
O 3.242 6.323 -3.224
C 1.796 -1.229 -1.422
H 0.414 -2.791 6.952
H 3.009 -4.606 -0.272
H 2.343 -2.786 1.362
C 1.628 -0.420 6.726
C -0.818 1.213 -1.067
N 2.635 -0.245 -2.231
H 0.191 -2.923 11.225
H 1.502 -0.156 0.447
H -5.154 -4.490 -3.241
C -0.663 -0.296 -0.834
H 3.795 3.082 -3.722
H 2.208 -3.714 -3.760
C 0.752 -1.696 2.222
C 2.598 1.599 5.663
H -0.036 -2.406 2.466
H 5.350 6.721 -0.782
C 0.284 -1.036 -1.787
H 3.114 3.298 9.090
H 1.638 1.628 -2.549
O 4.975 6.908 -1.653
C 3.646 2.054 -1.809
C -9.698 1.644 -6.523
H 1.285 -0.710 11.351
C 1.921 -2.726 -3.409
H 0.836 -2.836 0.412
H 2.480 1.358 -4.432
H -0.141 -2.030 -1.901
C 2.973 2.827 8.128
H 2.574 3.735 -2.650
C 0.479 -2.410 10.317
O -8.290 -2.279 -6.182
H -9.655 -0.420 -7.111
C 1.091 -1.170 10.392
O -6.155 1.469 -3.008
C -7.735 0.960 -4.683
H -6.865 -3.868 -4.914
C 2.369 1.177 -1.881
H -7.779 3.016 -4.090
C -6.806 -1.787 -4.421
H 3.727 4.489 7.012
H -4.125 -2.755 -1.824
C -4.876 -2.476 -2.548

---

97
Properties=species:S:1:pos:R:3 method="wB97M-V/def2-TZVPD" total_charge=0 multiplicity=1 smiles="CS(=O)(=O)[C@@H](C#N)[C@H](C#N)CCCF.c1ccccc1.c1ccccc1.c1ccccc1.c1ccccc1.c1ccccc1.c1ccccc1"
H -4.798 -3.318 -3.253
H 1.848 -3.666 -3.275
H -6.997 0.750 4.085
H -8.371 2.116 5.617
C 4.511 1.172 0.634
H 8.803 -3.941 -5.143
C 4.653 -0.054 -1.424
C -3.795 -2.945 -3.038
O 1.800 -0.689 -3.681
H 4.180 -0.436 -2.321
C -1.462 1.972 0.367
C -7.298 2.071 5.748
C -0.507 0.949 2.323
C -2.537 2.417 1.127
C 7.837 -6.107 -2.727
H 4.627 3.114 7.663
N -0.362 1.517 -2.648
H -4.584 -1.637 -1.580
H -5.845 3.052 -2.324
H 1.224 2.697 5.100
H 1.927 -3.453 -1.530
H 7.551 -2.382 -3.694
C 2.200 -3.007 -2.483
C 2.269 2.508 5.310
C -0.702 -3.146 -2.189
C -6.694 2.781 6.776
C 5.859 0.934 0.868
H -0.310 -2.326 -4.046
C -8.118 2.474 -4.765
H 6.659 -5.594 -1.010
C -1.446 -0.847 -2.934
H 2.244 3.553 7.183
H -3.305 -3.673 -2.398
H 0.386 0.886 0.372
H -3.437 2.472 3.075
H -4.218 -0.865 -3.161
C -5.977 1.555 -5.358
H -4.546 0.653 4.380
H -8.218 3.471 -2.869
H 5.997 1.836 6.053
C -0.386 -1.990 -3.011
C 7.631 -3.427 -3.422
C 6.003 -0.284 -1.199
C -6.526 1.304 4.887
H -2.208 -1.535 -0.968
C -2.598 2.126 2.483
C 8.440 -5.641 -3.887
H -4.847 3.272 7.749
H -4.408 1.834 -3.921
C -7.590 2.931 -3.566
H 0.286 0.377 2.790
C 3.907 0.675 -0.512
C -3.877 -1.575 -2.405
O 1.304 -0.887 -1.273
H -9.158 2.655 -5.003
H 7.919 -7.151 -2.456
C -2.553 -1.005 -1.854
C -0.840 0.480 -2.775
H -5.347 1.023 -6.059
C -0.448 1.236 0.966
H 3.927 1.742 1.346
H 6.582 -0.850 -1.918
C -7.312 1.785 -5.661
F -3.088 -2.889 -4.252
H 4.978 0.987 3.967
H 2.859 0.855 -0.696
C 4.182 2.743 6.749
H -7.296 3.381 7.446
H 3.258 -2.788 -2.559
C -1.582 1.393 3.082
C 4.380 1.547 4.674
C 6.607 0.208 -0.049
H -1.411 2.194 -0.690
C 7.130 -5.232 -1.914
C 2.842 2.987 6.480
H 7.659 0.025 0.132
H 8.993 -6.323 -4.520
N -0.938 -4.028 -1.493
C 3.038 1.786 4.408
H 6.329 1.316 1.766
H -1.939 -0.823 -3.904
C 8.335 -4.302 -4.236
H -7.724 1.428 -6.596
H -3.471 1.911 6.214
H -2.790 0.003 -1.514
H 2.591 1.410 3.496
S 1.314 -1.470 -2.582
H -3.327 2.993 0.662
H 6.482 -3.208 -1.623
C -5.317 2.722 6.945
H -1.628 1.168 4.141
C 4.952 2.024 5.845
C -5.149 1.248 5.053
C 7.030 -3.891 -2.260
C -4.545 1.956 6.084
C -6.257 2.698 -3.261
C -5.451 2.011 -4.158

---

no.,E_HOMO (eV)
1,-2.0579
2,-7.3783
3,-11.1294
4,-9.2143